DFT (the ωB97M-V functional and the def2-TZVPD basis) results for a structure of composition C19H27MoN2Se.

Computed properties:
total charge: +1
⟨S²⟩: 2.05
LUMO level (alpha / beta): -3.6 / -3.4 eV
relative energy (zero: lowest compared OMol25 entry of this formula, charge and spin): 19.6 kcal/mol
multiplicity: 3

XYZ file:
```
50
C19H27MoN2Se, DFT the ωB97M-V functional and the def2-TZVPD basis
H 2.416 -0.722 1.452
H 2.569 -2.024 -0.919
C 0.353 1.749 -3.984
H -2.704 -0.275 -1.730
C -2.824 0.270 4.119
H 1.447 1.761 -3.917
H 0.269 -0.488 -5.857
H -3.041 0.265 3.050
H 1.596 -0.582 -4.692
H -2.810 -0.576 0.935
C 0.521 0.037 5.405
H 2.325 -0.186 -2.886
C -2.046 -1.006 0.291
H -0.063 2.349 -3.169
N -1.389 0.226 4.323
C 1.946 1.286 -1.219
H 0.083 2.249 -4.932
C -1.687 0.322 -4.062
C -0.208 0.375 -3.977
H -2.075 -0.691 -3.921
H 0.196 -1.667 -4.545
H 1.326 -0.137 6.097
C -0.815 -0.147 5.526
H 1.963 1.921 0.920
N 0.748 0.551 4.138
H -2.154 0.994 -3.339
C 2.056 0.954 3.674
H 1.822 2.232 -1.730
C 2.016 1.115 0.206
H 2.634 1.319 4.525
H 2.591 0.107 3.235
H -3.270 -0.607 4.599
H -3.258 1.171 4.574
H 0.458 -3.101 -0.554
C -1.999 -0.842 -1.127
C -0.941 -1.698 -1.635
H -0.755 -1.941 -2.678
C 2.345 -0.968 -0.783
H -1.409 -0.507 6.348
Mo 0.312 -0.067 -0.572
H -0.898 -2.336 1.678
Se -0.746 1.446 1.783
C 2.244 -0.284 0.480
C -0.431 0.666 3.437
C 2.182 -0.005 -1.829
H -2.012 0.645 -5.068
H 1.955 1.744 2.933
C -1.032 -1.921 0.679
C 0.507 -0.645 -4.786
C -0.314 -2.332 -0.496
```

Löwdin population analysis, charges in e, atoms 1 to 5:
1. H 0.092
2. H 0.123
3. C -0.102
4. H 0.093
5. C -0.022



DFT (the ωB97M-V functional and the def2-TZVPD basis) results for a cluster of 2 separate species, C8H8FN5 in total.

Computed properties:
⟨S²⟩: 2.01
LUMO level (alpha / beta): 0.5 / -2.1 eV
multiplicity: 3

XYZ file:
```
22
C8H8FN5, DFT the ωB97M-V functional and the def2-TZVPD basis
N -2.279 -0.250 -0.065
N 0.365 -0.880 0.745
C 2.710 -0.349 1.884
H 0.608 3.619 -2.144
C -2.179 -1.400 -0.921
H -1.932 2.466 -2.080
C 2.191 -1.643 2.010
F -3.433 0.406 -0.483
H 0.179 -2.595 1.503
H -3.127 -1.692 -1.462
C 0.883 -1.827 1.478
C -0.842 1.066 -0.749
N 0.419 1.167 -0.275
C -1.105 2.130 -1.570
H 3.562 -0.259 2.521
C 0.159 2.780 -1.643
H 2.824 -2.216 2.683
H -1.858 -2.257 -0.389
N 2.256 0.555 1.006
C 1.075 0.204 0.496
N 1.047 2.229 -0.802
H -1.524 -1.252 -1.740
```

Löwdin population analysis, charges in e, atoms 1 to 5:
1. N 0.025
2. N 0.125
3. C -0.122
4. H 0.095
5. C -0.116



DFT (the ωB97M-V functional and the def2-TZVPD basis) results for a structure of composition C25H27AsBrFO2PtS.

Computed properties:
total charge: -2
LUMO level: 4.4 eV
relative energy (zero: lowest compared OMol25 entry of this formula, charge and spin): 51.4 kcal/mol

XYZ file:
```
59
C25H27AsBrFO2PtS, DFT the ωB97M-V functional and the def2-TZVPD basis
C -0.818 -2.310 1.052
C 3.476 -1.167 -0.146
S 0.980 -0.901 -1.462
H 1.436 -3.593 -1.317
H -2.568 1.750 -2.436
C -3.191 -2.863 -0.733
H -5.518 -0.241 1.675
C -1.007 3.153 0.844
As -2.160 -1.324 -0.003
H 3.203 -5.039 -0.421
H -3.662 -3.443 0.068
C -4.851 -0.648 0.909
Pt 0.865 1.249 -0.499
H -0.196 -1.531 1.501
C -3.459 -0.928 1.454
H -0.132 2.339 -2.400
C 1.181 3.652 -0.349
O 4.952 0.663 -0.121
H -1.771 -2.843 2.938
H -4.835 0.068 0.092
H -3.501 -1.760 2.163
C 3.776 0.327 0.056
C 2.347 -1.745 -0.755
H -2.041 -4.013 1.651
H -0.474 -3.924 2.448
Br 5.262 6.052 -0.471
H -5.309 -1.566 0.534
F -4.243 2.261 -0.514
C -2.114 2.153 -1.541
H 3.458 4.938 -2.558
C -1.306 -3.321 2.073
C 1.802 4.020 -1.569
C 3.048 4.745 0.794
H 1.459 3.788 1.798
H -0.170 -2.769 0.304
C -0.162 3.059 -0.315
C 4.479 -2.008 0.339
H -1.704 -3.156 -2.292
H 1.331 3.766 -2.507
C -2.870 2.432 -0.453
O 2.859 1.089 0.490
H -0.578 3.456 1.790
C 3.005 4.699 -1.604
C 1.853 4.069 0.831
C -2.301 -3.748 -1.594
H 3.550 5.002 1.718
H -3.995 -2.427 -1.332
H -2.991 3.005 1.637
C -2.343 2.890 0.779
C 3.297 -3.962 -0.335
H 5.205 -4.001 0.672
C -0.710 2.438 -1.492
H -3.063 -0.059 1.985
C 4.407 -3.387 0.271
C 3.625 5.067 -0.425
H 5.345 -1.522 0.768
H -2.873 -4.479 -2.176
C 2.302 -3.149 -0.836
H -1.590 -4.304 -0.979
```

Löwdin population analysis, charges in e, atoms 1 to 5:
1. C -0.468
2. C -0.146
3. S 0.462
4. H 0.075
5. H 0.106



DFT (the ωB97M-V functional and the def2-TZVPD basis) results for a cluster of 2 separate species, C10H16O in total.

Computed properties:
total charge: -1
⟨S²⟩: 0.76
LUMO level (alpha / beta): 3.5 / 3.5 eV
relative energy (zero: lowest compared OMol25 entry of this formula, charge and spin): 8.7 kcal/mol
multiplicity: 2

XYZ file:
```
27
C10H16O, DFT the ωB97M-V functional and the def2-TZVPD basis
C 0.384 -1.027 2.326
C -0.202 -0.584 1.085
H -0.852 -1.195 0.469
H -2.940 0.796 -0.124
C 1.613 1.079 2.468
C 0.167 -0.951 -3.641
H -0.261 -2.904 -2.777
H -0.794 -0.896 -4.145
C 0.220 -1.965 -2.496
H -0.422 2.060 -1.070
C -2.225 1.617 -0.009
H 1.405 -0.851 4.795
H -0.945 0.466 -1.245
H 2.235 1.719 3.072
H 0.283 -2.020 2.748
C 1.314 -0.189 2.930
H -2.279 1.788 1.076
H 0.374 0.041 -3.222
C 1.026 1.500 1.207
H -0.189 -1.566 -1.573
H 1.234 2.509 0.863
C 0.034 0.718 0.649
O 2.001 -0.611 4.079
H -2.578 2.556 -0.401
C -0.806 1.225 -0.467
H 0.962 -1.135 -4.368
H 1.241 -2.179 -2.231
```

Löwdin population analysis, charges in e, atoms 1 to 5:
1. C -0.113
2. C -0.126
3. H 0.067
4. H 0.060
5. C -0.101



Record-wise E values, in eV: -90314.341 -18585.000 -178139.460 -12675.356